A 8-piece molecular cluster, C39H94O24S3 overall, computed with the ωB97M-V functional and the def2-TZVPD basis.

As for the total charge: 0. The calculation puts the LUMO energy at 0.0079 Ha. The value obtained for the maximum force is 4.642 eV/A. The SMILES is CCOS(C)(=O)=O.CCOS(C)(=O)=O.CCOS(C)(=O)=O.COCCOCCOC.COCCOCCOC.COCCOCCOC.COCCOCCOC.COCCOCCOC. As for the highest occupied orbital energy: -9.1488 eV.

The geometry in XYZ format:
```
160
C39H94O24S3 | OMol25 | the ωB97M-V functional and the def2-TZVPD basis
O 3.747 -3.985 7.986
S 3.859 -5.411 7.614
O 4.658 -6.367 8.429
O 2.411 -6.066 7.306
C 1.610 -6.386 8.446
C 1.804 -7.945 8.857
C 4.585 -5.567 5.891
H 0.621 -6.207 8.023
H 1.807 -5.783 9.332
H 2.802 -8.268 9.153
H 1.418 -8.534 8.025
H 1.087 -8.230 9.627
H 4.921 -6.558 5.586
H 5.521 -5.058 6.123
H 4.179 -4.869 5.158
O 9.120 1.536 -8.696
S 7.979 0.672 -9.145
O 8.110 0.125 -10.505
O 7.612 -0.512 -7.975
C 8.633 -0.656 -7.005
C 8.195 -1.933 -6.252
C 6.432 1.607 -9.017
H 8.542 0.281 -6.455
H 9.644 -0.621 -7.412
H 8.330 -2.839 -6.844
H 7.196 -1.710 -5.878
H 8.815 -1.984 -5.358
H 6.376 2.340 -9.822
H 6.439 2.118 -8.054
H 5.601 0.909 -9.106
O 0.804 -0.462 1.462
S 0.009 -0.143 0.242
O 0.029 1.136 -0.420
O 0.282 -1.428 -0.754
C 1.423 -1.481 -1.600
C 2.774 -0.862 -1.050
C -1.673 -0.694 0.776
H 1.182 -0.749 -2.370
H 1.470 -2.381 -2.214
H 3.133 -1.668 -0.409
H 2.692 -0.029 -0.352
H 3.581 -0.593 -1.731
H -2.192 -0.775 -0.179
H -2.023 0.025 1.516
H -1.526 -1.708 1.148
C 5.787 7.116 7.500
O 6.139 8.427 8.030
C 5.137 9.339 7.755
C 3.790 9.244 8.641
O 3.077 8.005 8.421
C 2.410 8.059 7.136
C 1.657 6.729 6.904
O 2.564 5.721 6.518
C 2.149 4.445 6.999
H 5.326 7.121 6.512
H 5.175 6.547 8.200
H 6.758 6.639 7.365
H 4.864 9.240 6.704
H 5.511 10.361 7.826
H 3.100 10.078 8.518
H 4.242 9.268 9.632
H 3.029 8.088 6.238
H 1.724 8.888 6.967
H 0.885 6.880 6.149
H 1.048 6.631 7.803
H 2.790 3.763 6.441
H 1.140 4.236 6.644
H 2.153 4.355 8.086
C -4.975 -2.596 -6.867
O -5.129 -2.552 -5.467
C -4.797 -1.416 -4.684
C -5.948 -0.426 -4.705
O -5.450 0.631 -3.918
C -6.331 1.720 -3.596
C -6.065 2.851 -4.716
O -4.893 3.595 -4.700
C -4.144 3.551 -3.513
H -5.563 -3.436 -7.236
H -3.957 -2.841 -7.169
H -5.424 -1.731 -7.357
H -3.823 -1.094 -5.051
H -4.626 -1.700 -3.645
H -6.749 -0.831 -4.087
H -6.113 -0.067 -5.721
H -6.186 2.204 -2.630
H -7.404 1.631 -3.766
H -6.771 3.677 -4.639
H -6.003 2.426 -5.718
H -3.867 2.642 -2.979
H -4.550 4.354 -2.898
H -3.229 4.097 -3.741
C -7.941 -0.392 7.569
O -9.133 -0.923 8.103
C -9.197 -0.987 9.571
C -9.512 0.402 10.184
O -8.250 0.809 10.904
C -8.288 2.048 11.522
C -8.938 3.316 10.916
O -10.307 3.206 10.566
C -10.797 4.255 9.747
H -7.866 0.693 7.640
H -7.670 -0.506 6.519
H -7.077 -0.824 8.074
H -8.322 -1.527 9.932
H -10.095 -1.544 9.838
H -10.373 0.394 10.853
H -9.792 1.121 9.415
H -7.281 2.435 11.682
H -8.779 1.869 12.479
H -8.413 3.557 9.991
H -8.876 4.192 11.561
H -11.062 5.153 10.306
H -11.619 3.793 9.200
H -10.116 4.581 8.961
C 0.354 -8.663 -1.178
O -0.231 -8.992 -2.410
C 0.080 -10.229 -3.037
C -0.616 -10.307 -4.417
O -0.846 -11.635 -4.953
C -1.147 -11.626 -6.325
C -1.432 -13.038 -6.825
O -0.243 -13.758 -6.549
C -0.269 -15.162 -6.697
H 1.412 -8.588 -1.427
H 0.090 -9.425 -0.444
H -0.120 -7.727 -0.883
H -0.383 -11.007 -2.430
H 1.163 -10.342 -2.992
H 0.005 -9.686 -5.063
H -1.541 -9.757 -4.243
H -0.311 -11.206 -6.885
H -2.001 -10.975 -6.508
H -1.537 -13.013 -7.910
H -2.270 -13.542 -6.345
H 0.691 -15.595 -6.415
H -0.540 -15.505 -7.695
H -0.963 -15.644 -6.009
C 5.285 9.386 -10.256
O 4.603 8.833 -9.070
C 5.390 7.798 -8.525
C 4.939 7.353 -7.123
O 3.582 6.898 -7.099
C 3.034 6.425 -5.843
C 3.402 4.973 -5.634
O 2.938 4.045 -6.563
C 1.627 4.203 -7.073
H 6.311 9.754 -10.252
H 4.715 10.314 -10.305
H 5.050 8.621 -10.995
H 6.440 8.041 -8.363
H 5.413 6.977 -9.242
H 5.021 8.111 -6.344
H 5.584 6.523 -6.837
H 1.966 6.561 -6.018
H 3.180 7.050 -4.962
H 3.090 4.568 -4.671
H 4.484 4.945 -5.507
H 1.033 4.304 -6.165
H 1.421 3.349 -7.718
H 1.372 5.116 -7.611
```